[1]
ORCA calculation (ωB97M-V/def2-TZVPD) on C6H9CoO4 as an isolated structure.

Atoms and positions in Å:
O 4.2017 0.4574 0.1030
C 2.9846 0.3793 0.4276
O 2.6008 -0.4305 1.3153
O 2.1252 1.1217 -0.2517
C 0.7263 0.7927 -0.3007
Co 4.3899 -0.9746 1.4583
H 0.7048 -0.2093 0.1536
H 0.5084 1.3588 -1.2206
C -0.4338 1.5945 0.7572
C -1.6478 0.8989 0.3181
H -0.4306 2.6529 0.4625
H -0.1424 1.3267 1.7818
H -2.3310 0.6339 1.1334
C -1.5341 -0.0082 -0.7160
C -2.1416 -1.3804 -0.6396
O -1.2378 -2.3288 -1.1861
H -1.2694 0.3456 -1.7176
H -3.0931 -1.3880 -1.1989
H -2.3692 -1.6339 0.4100
H -1.6108 -3.2087 -1.0896

LUMO (spin up / spin down), Eh: -0.2157 / -0.3070
Total charge: +1
Multiplicity: 6
E_HOMO (spin up / spin down), eV: -9.37 / -14.11
Orbital gap (spin up / spin down), Ha: 0.1285 / 0.2115
Relative energy (zero: lowest compared OMol25 entry of this formula, charge and spin), eV: 0.000

[2]
ORCA calculation (ωB97M-V/def2-TZVPD) on C6H9CsLiO2 as an isolated structure.

Atoms and positions in Å:
C -1.1454 -0.9389 -0.6581
H -0.1333 -0.5445 -0.7469
H -1.1001 -1.9809 -0.9921
C 1.4599 -1.2689 1.3650
C 2.1010 -0.0515 1.0539
C 1.9388 0.6214 -0.1595
O 1.3704 1.8016 -0.2655
Cs 3.5784 4.1405 1.7472
H 1.5163 -2.0787 0.6310
H 1.2251 -1.5000 2.4063
H 2.3900 0.5719 1.9138
H 2.0111 0.0367 -1.0946
H -2.8381 -0.4904 -2.0974
O -1.9951 1.3470 -1.6196
C -2.2368 0.0475 -1.3426
C -2.4013 -0.4874 0.0564
H -2.2753 0.2336 0.8682
H -3.1671 -1.2488 0.2403
Li -0.2984 1.7900 -1.3057

LUMO (spin up / spin down), Eh: -0.0593 / -0.0602
Total charge: 0
Multiplicity: 2
E_HOMO (spin up / spin down), eV: -4.79 / -5.73
Orbital gap (spin up / spin down), Ha: 0.1167 / 0.1504
Relative energy (zero: lowest compared OMol25 entry of this formula, charge and spin), eV: 0.000

[3]
ORCA calculation (ωB97M-V/def2-TZVPD) on C6H9CuNO9 as an isolated structure.

Atoms and positions in Å:
Cu 0.0251 -0.0975 -0.1787
N -1.1613 -0.3514 -3.5034
O -1.9198 0.5752 -3.4949
O -0.5313 -0.6313 -2.4759
O -0.8956 -0.9289 -4.5501
C 3.6747 1.8624 -0.7164
C 2.3824 1.1678 -0.5181
O 2.2049 -0.0427 -0.8251
O 1.4654 1.8132 0.0254
H 3.5717 2.9459 -0.7752
H 4.0956 1.5119 -1.6588
H 4.3248 1.6278 0.1265
C -3.8124 1.5345 0.4585
C -2.4567 0.8271 0.1118
O -1.4426 1.5087 0.2637
O -2.4025 -0.3906 -0.0676
H -4.2881 1.5140 -0.5220
H -3.8126 2.5550 0.8413
H -4.2141 0.8749 1.2277
C 0.8225 -2.9716 2.8644
C 0.6068 -1.9963 1.6374
O 0.5320 -2.3302 0.3903
O 0.5642 -0.7700 1.9915
H 1.7940 -3.4635 2.8152
H 0.1485 -3.8065 2.6729
H 0.7246 -2.5381 3.8597

LUMO (spin up / spin down), Eh: 0.1014 / -0.0681
Total charge: -1
Multiplicity: 3
E_HOMO (spin up / spin down), eV: -5.90 / -5.60
Orbital gap (spin up / spin down), Ha: 0.3181 / 0.1378

Results for strongest force on any atom: 0.076; 0.042; 0.057 (in Eh/bohr, following the order of the records).